(1)
Density functional theory data (wB97M-V/def2-TZVPD) for an isolated molecule of C5H11NO.

## Properties
- energy above the lowest of the compared OMol25 structures with the same formula, charge and spin (kJ/mol) = 48.7
- SMILES = CC(C)N(C)C=O

The geometry in ORCA input format:
```
! RIJCOSX wB97M-V def2-TZVPD def2/J DEFGRID3
* xyz 0 1
C -1.00012 -1.33027 -0.75791
C -0.65850 0.10513 -0.36572
C -1.50097 0.69530 0.76377
N 0.78249 0.27552 -0.11111
C 1.50841 -0.38608 0.96278
C 1.45022 1.12406 -0.94177
O 0.95740 1.73901 -1.86909
H -0.82944 -2.04675 0.05290
H -2.05057 -1.40650 -1.06240
H -0.38817 -1.62277 -1.61791
H -0.83559 0.72533 -1.24838
H -1.22217 1.74485 0.90723
H -2.56663 0.67169 0.50708
H -1.37021 0.16565 1.71391
H 1.11439 -0.14720 1.95833
H 1.53888 -1.47771 0.85459
H 2.54729 -0.03655 0.94246
H 2.52329 1.20731 -0.68876
*
```

=====

(2)
Density functional theory data (wB97M-V/def2-TZVPD) for an isolated molecule of C5H11NO.

## Properties
- energy above the lowest of the compared OMol25 structures with the same formula, charge and spin (kJ/mol) = 264.5
- SMILES = C[C@H]1CN1CCO

The geometry in ORCA input format:
```
! RIJCOSX wB97M-V def2-TZVPD def2/J DEFGRID3
* xyz 0 1
C 2.05389 0.35304 -1.29702
C 1.19752 -0.53741 -0.42231
C 1.21751 -0.41844 1.05522
N 0.08177 0.07740 0.29675
C -1.21178 -0.58778 0.47574
C -2.38359 0.40365 0.24593
O -1.99023 1.52697 -0.46988
H 1.59206 0.50998 -2.27744
H 3.04526 -0.09055 -1.45796
H 2.19494 1.33105 -0.82515
H 1.03335 -1.54387 -0.81473
H 1.83504 0.34062 1.53390
H 1.06294 -1.32323 1.64226
H -1.25652 -1.57812 -0.01589
H -1.48593 -0.61420 1.52524
H -3.24498 -0.08714 -0.22156
H -2.71055 0.65634 1.31728
H -1.03068 1.58167 -0.29038
*
```

=====

(3)
Density functional theory data (wB97M-V/def2-TZVPD) for an isolated molecule of C5H11NO.

## Properties
- energy above the lowest of the compared OMol25 structures with the same formula, charge and spin (kJ/mol) = 80.4
- SMILES = CC[C@H](C)NC=O

The geometry in ORCA input format:
```
! RIJCOSX wB97M-V def2-TZVPD def2/J DEFGRID3
* xyz 0 1
C 0.19063 1.53725 1.53640
C 0.98143 0.42310 0.83401
C 0.13147 -0.50505 -0.05225
C 0.87383 -1.50456 -0.90055
N -0.78656 0.29017 -0.87878
C -1.93851 -0.28515 -1.32030
O -2.33453 -1.38352 -1.00578
H -0.14031 2.31257 0.85231
H 0.88189 2.00792 2.23807
H -0.60773 1.08570 2.12311
H 1.55495 -0.24404 1.47555
H 1.75406 0.96956 0.27201
H -0.45962 -0.99180 0.73276
H 0.14084 -1.97291 -1.54541
H 1.69687 -1.17523 -1.54699
H 1.45270 -2.14774 -0.23679
H -0.84011 1.25140 -0.58469
H -2.55128 0.33233 -1.99271
*
```

=====

(4)
Density functional theory data (wB97M-V/def2-TZVPD) for an isolated molecule of C5H11NO.

## Properties
- energy above the lowest of the compared OMol25 structures with the same formula, charge and spin (kJ/mol) = 133.9
- SMILES = CCN(C=O)CC

The geometry in ORCA input format:
```
! RIJCOSX wB97M-V def2-TZVPD def2/J DEFGRID3
* xyz 0 1
C -1.83006 0.48364 -0.00108
C -1.06587 -0.84874 -0.18950
N 0.37939 -0.67190 -0.43905
C 1.01279 -1.54668 -1.28039
O 1.93294 -1.25962 -2.01738
C 1.17154 0.52063 -0.12455
C 0.84901 1.09623 1.30302
H -1.29233 1.28610 -0.49944
H -2.02442 0.69523 1.04255
H -2.82531 0.43018 -0.45308
H -1.13433 -1.47432 0.69984
H -1.51705 -1.32255 -1.05728
H 0.56276 -2.54691 -1.18432
H 2.21036 0.26196 0.02461
H 0.95688 1.31976 -0.83416
H 1.24462 0.31691 1.97320
H 1.53512 1.93010 1.45868
H -0.16604 1.32999 1.57835
*
```

=====

Number 1: LUMO 0.8 eV, HOMO energy -9.35 eV. Number 2: LUMO 1.1 eV, HOMO energy -9.46 eV. Number 3: LUMO 0.9 eV, HOMO energy -9.85 eV. Number 4: LUMO 0.9 eV, HOMO energy -9.11 eV.